(1)
Below is 4 unconnected molecules or ions with the total composition C26H48F3NO10, with properties calculated with ωB97M-V with the def2-TZVPD basis set.

Values from the calculation:
- HOMO: -9.347 eV
- SMILES string: CCCCCC(=O)O[C@](COC(F)(F)F)(CC(=O)OC(C)=O)OC#N.CCOCC.CCOCC.CCOCC
- Energy relative to the best compared isomer or geometry (same formula, charge and spin): 32.6 kcal/mol

```
! RIJCOSX wB97M-V def2-TZVPD def2/J DEFGRID3
* xyz 0 1
F 4.510 1.258 -0.733
F 4.016 -0.810 -0.304
F 3.796 0.691 1.235
O -2.756 0.658 -1.153
O 8.399 3.416 -1.946
O -3.059 -2.410 -1.772
O 2.419 0.748 -0.528
O -0.111 1.702 -0.518
O -7.762 -4.979 0.920
O 0.650 5.786 4.414
O 0.044 0.102 -2.040
O -3.346 -1.151 0.060
O 1.946 -0.551 -3.036
N -0.902 2.430 1.681
C -4.951 -2.868 -0.369
C 1.416 -4.997 0.252
C 0.857 -0.849 -2.660
C -8.916 -5.054 0.101
C -1.025 -0.542 0.031
C -7.858 -5.628 2.177
C -0.540 2.087 0.639
C 1.184 -3.278 -3.236
C -2.410 -0.240 -0.465
C 3.667 0.476 -0.093
C 8.749 4.581 -2.670
C 1.403 -0.080 0.012
C 0.081 0.264 -0.656
C 8.578 5.871 -1.885
C 0.191 -2.162 -2.939
C 0.856 8.188 3.917
C -8.096 -7.125 2.080
C 1.826 -3.861 -1.977
C 7.049 3.341 -1.522
C 0.881 -4.744 -1.157
C 1.585 4.987 2.281
C 0.356 5.368 3.090
C 1.465 6.936 4.527
C -3.722 -2.141 -0.800
C -10.148 -4.407 0.711
C 6.043 3.339 -2.659
H 2.447 -5.349 0.212
H -9.125 -6.094 -0.174
H 6.824 4.147 -0.813
H -0.510 -2.435 -2.153
H 9.800 4.446 -2.929
H 1.946 -2.933 -3.932
H 1.464 9.058 4.166
H -9.089 -7.358 1.693
H -8.644 -4.532 -0.817
H 6.981 2.405 -0.968
H 6.012 4.300 -3.176
H 2.458 6.749 4.102
H 2.191 4.263 2.828
H -0.113 -4.294 -1.098
H -10.516 -4.962 1.575
H -0.989 -0.475 1.119
H -0.153 8.345 4.300
H 1.640 -1.142 -0.100
H -0.290 4.500 3.197
H -0.436 -1.983 -3.819
H 8.193 4.631 -3.613
H -0.224 6.135 2.565
H 5.043 3.140 -2.279
H -6.901 -5.439 2.665
H 0.635 -4.078 -3.744
H 1.603 7.081 5.599
H 9.001 6.706 -2.444
H 2.713 -4.438 -2.247
H 2.214 5.850 2.054
H -7.360 -7.586 1.421
H -10.952 -4.371 -0.024
H 9.087 5.801 -0.923
H -5.555 -2.281 0.318
H 0.789 -5.704 -1.671
H 1.294 0.121 1.083
H 6.298 2.572 -3.393
H -9.924 -3.390 1.033
H -8.013 -7.579 3.068
H -0.850 -1.593 -0.214
H 0.798 8.126 2.829
H 1.280 4.543 1.333
H 7.528 6.098 -1.695
H 2.182 -3.040 -1.340
H 1.378 -4.086 0.854
H 0.820 -5.753 0.763
H -5.519 -3.125 -1.261
H -8.629 -5.156 2.795
H -4.668 -3.787 0.146
*
```



(2)
Below is 2 unconnected molecules or ions with the total composition C7H13BrNO2P at a distorted geometry, with properties calculated with ωB97M-V with the def2-TZVPD basis set.

Values from the calculation:
- HOMO: -8.728 eV
- SMILES string: CCP(C)[C@H](Br)OC=O.CC#N

```
! RIJCOSX wB97M-V def2-TZVPD def2/J DEFGRID3
* xyz 0 1
Br -0.632 0.576 -2.370
P -2.841 0.328 0.058
O 2.056 0.676 -0.337
O -0.177 -0.162 0.444
N 7.988 1.359 -0.214
C -3.062 1.004 1.852
C 5.440 0.996 -0.788
C -3.330 -2.337 -1.229
C 6.863 1.199 -0.467
C -3.065 -1.564 0.194
C 1.199 0.325 0.625
C -0.994 0.746 -0.375
H -3.917 -1.747 1.007
H -2.012 0.824 2.388
H 5.187 -0.067 -0.849
H -0.827 1.896 -0.139
H -3.818 0.257 2.387
H -2.071 -2.017 0.663
H -2.850 -1.769 -2.135
H 5.174 1.449 -1.748
H -4.490 -2.481 -1.360
H -2.813 -3.411 -1.210
H -3.405 2.123 1.888
H 4.788 1.440 -0.029
H 1.609 0.357 1.743
*
```



(3)
Below is a molecular structure, C18H38NO2Si3Ta at a distorted geometry, with properties calculated with ωB97M-V with the def2-TZVPD basis set.

Values from the calculation:
- HOMO: -21.820 eV

```
! RIJCOSX wB97M-V def2-TZVPD def2/J DEFGRID3
* xyz 4 1
Ta 0.720 -0.107 -0.211
Si 0.449 2.155 1.737
Si -1.094 2.028 -1.299
Si -2.176 0.342 1.727
O -0.973 -1.151 -0.925
O 2.240 0.472 0.616
N 1.777 -1.775 -1.223
C -1.113 -2.351 -1.855
C -0.883 -3.607 -1.066
C -2.800 1.624 2.907
C 0.562 1.434 -2.136
C -3.601 -0.273 0.679
C -0.582 1.053 0.674
C 3.739 -2.182 -2.560
C 3.628 0.691 1.064
C -2.614 1.375 -2.105
C -1.273 3.785 -0.768
C -1.346 -1.114 2.555
C 1.601 -3.118 -1.086
C 2.851 -1.338 -1.950
C 1.359 3.615 1.086
C 0.424 -3.573 -0.275
C 3.554 -3.559 -2.411
C 2.477 -4.016 -1.667
C 0.720 1.893 3.528
H -3.730 1.259 3.354
H 2.320 -5.078 -1.525
H 0.532 0.417 -2.592
H -1.795 -1.061 -0.394
H -2.697 1.968 -3.029
H -0.365 -2.166 -2.622
H -1.715 -3.801 -0.386
H -4.264 0.553 0.418
H 0.751 2.032 -3.038
H 3.967 1.615 0.603
H -2.099 -1.575 3.206
H -2.126 1.826 3.740
H -3.495 -0.870 -0.235
H -0.498 -0.866 3.193
H -1.954 3.891 0.077
H 0.815 4.519 1.387
H -4.163 -0.918 1.364
H -0.354 4.327 -0.590
H 2.320 3.678 1.606
H -1.767 4.276 -1.619
H 4.207 -0.167 0.733
H -3.517 1.590 -1.534
H -3.053 2.571 2.422
H -0.882 -4.435 -1.781
H 1.523 3.661 0.012
H 0.319 -2.923 0.612
H -2.597 0.340 -2.420
H 2.971 -0.263 -2.048
H 4.562 -1.783 -3.137
H 4.248 -4.260 -2.860
H 3.611 0.756 2.149
H -1.052 -1.913 1.857
H 1.725 2.243 3.784
H 0.622 -4.560 0.143
H 0.027 2.572 4.047
H 1.502 1.623 -1.566
H -2.105 -2.272 -2.293
H 0.558 0.893 3.923
*
```



(4)
Below is a molecular structure, C42H24BrF9MnP2S, with properties calculated with ωB97M-V with the def2-TZVPD basis set.

Values from the calculation:
- HOMO (spin up / spin down): -10.684 / -11.003 eV

```
! RIJCOSX wB97M-V def2-TZVPD def2/J DEFGRID3
* xyz 1 5
Br 2.843 1.307 -0.066
Mn -0.164 -0.063 1.083
S 0.963 -0.147 3.051
P -0.840 2.243 0.233
P 1.083 -1.300 -0.816
F -0.788 -2.322 1.837
F 1.873 -1.302 5.604
F 0.784 -1.583 -3.912
F -0.355 -5.416 5.335
F 2.819 2.437 -5.093
F -1.385 -4.690 2.914
F 1.489 0.179 -5.774
F 3.420 2.933 -2.526
F 1.281 -3.701 6.657
C -0.539 3.012 -2.403
C -0.102 6.225 0.657
C -2.667 -2.410 -1.798
C 3.296 -4.104 1.073
C 0.770 -3.354 5.483
C 0.560 -1.722 3.700
C -0.586 -3.865 3.588
C 1.382 5.048 2.145
C -0.131 3.818 0.737
C 0.900 6.238 1.619
C -2.913 1.858 -3.264
C -0.185 -3.677 -1.724
C 4.548 -3.995 0.482
C -3.443 2.478 1.581
C -0.063 -4.233 4.812
C -4.035 0.592 2.972
C 1.394 -0.470 -3.517
C -1.324 -4.387 -2.075
C -0.289 -2.330 -1.403
C 1.665 -0.233 -2.176
C 2.257 -3.294 0.646
C -1.388 2.396 -1.482
C 4.759 -3.081 -0.539
C 2.465 1.567 -4.160
C -1.954 0.577 1.819
C 1.776 0.423 -4.504
C -4.334 1.846 2.433
C 0.872 3.837 1.706
C 1.069 -2.122 4.933
C -0.265 -2.632 3.058
C -2.582 1.825 -1.917
C 2.771 1.815 -2.834
C -2.256 1.817 1.274
C -2.066 2.467 -4.179
C -0.883 3.052 -3.747
C -2.841 -0.050 2.688
C 2.377 0.930 -1.852
C -2.561 -3.757 -2.114
C -0.620 5.017 0.215
C 2.465 -2.379 -0.389
C 3.721 -2.271 -0.977
C -1.534 -1.699 -1.436
H -3.659 3.454 1.164
H 1.244 2.906 2.118
H -1.397 5.002 -0.540
H -2.618 -1.007 3.142
H -5.269 2.325 2.692
H -4.747 0.119 3.637
H 1.279 -3.381 1.104
H -1.615 -0.640 -1.208
H -2.334 2.499 -5.228
H 1.306 7.181 1.959
H 3.890 -1.559 -1.776
H -3.254 1.363 -1.203
H -3.631 -1.916 -1.829
H 0.374 3.485 -2.061
H 2.161 5.065 2.897
H -3.844 1.418 -3.599
H 3.132 -4.818 1.870
H -0.235 3.552 -4.457
H 0.780 -4.168 -1.702
H -1.248 -5.437 -2.325
H 5.735 -2.997 -0.999
H -3.445 -4.318 -2.389
H 5.361 -4.623 0.821
H -0.478 7.155 0.252
*
```



(5)
Below is 2 unconnected molecules or ions with the total composition CHN3O at a distorted geometry, with properties calculated with ωB97M-V with the def2-TZVPD basis set.

Values from the calculation:
- HOMO (spin up / spin down): -12.158 / -10.019 eV
- Energy relative to the best compared isomer or geometry (same formula, charge and spin): 192.5 kcal/mol

```
! RIJCOSX wB97M-V def2-TZVPD def2/J DEFGRID3
* xyz 0 1
O 0.741 1.738 -0.179
N 1.086 -0.502 0.144
N -2.691 -1.120 0.076
N 0.652 0.568 -0.124
C -1.958 -0.305 -0.191
H 2.171 -0.379 0.274
*
```



(6)
Below is C4H4N4 in the gas phase at a distorted geometry, with properties calculated with ωB97M-V with the def2-TZVPD basis set.

Values from the calculation:
- HOMO: -9.657 eV
- SMILES string: [H]/N=C1C=N/C(=N/[H])C=N/1
- Energy relative to the best compared isomer or geometry (same formula, charge and spin): 44.7 kcal/mol

```
! RIJCOSX wB97M-V def2-TZVPD def2/J DEFGRID3
* xyz 0 1
N 2.624 -0.194 0.076
N 0.636 1.189 -0.127
N -2.614 -0.209 0.153
N -0.666 -1.409 -0.185
C -1.352 -0.222 -0.063
C 0.596 -1.290 -0.071
C 1.351 -0.037 0.101
C -0.609 1.074 -0.038
H -3.123 0.605 0.122
H 1.272 -2.123 0.226
H -1.256 1.976 -0.136
H 3.140 0.640 -0.057
*
```